# 1
Computed, not measured: a 2-piece molecular cluster, C2H8N3O overall in a non-equilibrium geometry, with wB97M-V/def2-TZVPD.

Last column: Löwdin charge in e.
Atoms and positions in Å:
C -1.18579 -1.32198 -0.77416  -0.306
N -1.38206 -2.58758 -0.49241  0.155
O -0.33163 -0.65769 -0.12129  -0.075
H -1.82658 -1.11893 -1.67211  0.163
H -2.37452 -2.92206 -0.63285  0.159
H -0.85682 -3.20376 0.04544  0.101
N 1.80379 0.69787 0.73792  0.207
C 1.23362 1.87494 0.52331  -0.159
N -0.02880 2.07036 0.20209  0.177
H 1.21851 -0.05884 0.37709  0.079
H 2.74568 0.49677 0.80695  0.108
H 1.93185 2.78472 0.40240  0.187
H -0.49277 2.77320 0.68066  0.110
H -0.45447 1.17296 -0.08305  0.094

Cartesian forces, eV/Å:
C 1.6 0.1 1.1
N -4.0 -1.3 -1.1
O -1.7 -0.2 -2.2
H 0.5 1.4 0.9
H 1.8 0.2 -0.4
H 1.3 -0.5 1.5
N -3.6 0.8 -1.5
C 3.2 1.6 -0.4
N 1.4 -3.0 -0.9
H 0.0 -0.5 0.7
H 2.3 0.3 0.1
H -1.1 -1.3 1.3
H -1.2 1.8 0.3
H -0.7 0.5 0.6

As for the total charge: +1. The calculation puts the frontier orbital gap at 11.29 eV. The highest occupied orbital energy comes out at -14.78 eV. Its energy above the lowest of the compared OMol25 structures with the same formula, charge and spin is 1.392 eV. The total energy is -8715.0833 eV. The spin multiplicity is 1. The calculation puts the largest force on an atom at 0.084 Eh/bohr.

# 2
Computed, not measured: a 2-piece molecular cluster, C2H8N3O overall in a non-equilibrium geometry, with wB97M-V/def2-TZVPD.

Last column: Löwdin charge in e.
Atoms and positions in Å:
C 0.48633 1.12417 -0.58215  -0.205
C -0.40884 -1.06423 0.50351  -0.315
N 1.79911 1.14954 -0.29617  0.135
N -1.26138 -1.84817 -0.03802  0.191
N -0.64314 -0.37072 1.57112  0.156
O 0.23673 1.91730 -1.65366  0.050
H 0.52827 -1.00901 -0.06278  0.131
H 2.17483 0.59166 0.34350  0.040
H 2.48833 1.51622 -0.94155  0.130
H -2.25788 -1.90140 0.28477  0.174
H -0.98237 -2.40064 -0.85944  0.156
H -0.70354 2.02730 -1.62769  0.086
H 0.07464 0.42583 1.36747  0.132
H -1.53110 -0.15783 1.99107  0.139

Cartesian forces, eV/Å:
C 1.4 1.7 -0.6
C -0.2 -0.9 -0.7
N -2.3 2.4 -4.1
N -2.4 -1.9 -1.2
N 3.4 2.5 -0.2
O 1.1 -0.9 1.4
H -0.3 -0.1 1.0
H 1.6 -2.8 3.4
H -0.1 0.5 -0.1
H 1.5 -0.1 -0.5
H -0.5 0.4 0.7
H -1.0 0.2 -0.5
H -2.2 -0.8 1.6
H -0.2 -0.1 -0.1

As for the total charge: +1. The calculation puts the frontier orbital gap at 9.93 eV. The highest occupied orbital energy comes out at -13.40 eV. Its energy above the lowest of the compared OMol25 structures with the same formula, charge and spin is 3.240 eV. The total energy is -8713.2362 eV. The spin multiplicity is 1. The calculation puts the largest force on an atom at 0.103 Eh/bohr.

# 3
Computed, not measured: a 2-piece molecular cluster, C2H8N3O overall in a non-equilibrium geometry, with wB97M-V/def2-TZVPD.

Last column: Löwdin charge in e.
Atoms and positions in Å:
C 1.34089 -0.90367 1.30830  -0.323
N 1.99496 -0.11797 2.15364  0.163
O 0.54860 -0.50645 0.43000  -0.076
H 1.54417 -1.95367 1.24316  0.139
H 2.82421 -0.51831 2.49568  0.095
H 2.01477 0.93660 2.15794  0.163
N -1.06023 -0.70298 -1.71261  0.137
C -1.75852 0.47408 -1.52613  -0.034
N -1.32438 1.42697 -0.60472  0.193
H -0.23848 -1.08823 -1.06428  0.142
H -0.89481 -1.21810 -2.56155  0.118
H -2.58960 0.73763 -2.07403  0.118
H -1.74509 2.24384 -0.34171  0.087
H -0.65650 1.19027 0.09630  0.076

Cartesian forces, eV/Å:
C -1.0 1.4 -2.4
N -0.1 1.5 0.0
O 0.2 0.2 1.1
H 0.6 -0.7 0.9
H 1.0 -0.5 1.0
H -0.5 -1.9 -0.4
N 0.9 1.2 2.0
C 5.4 -0.5 3.1
N 0.0 -4.8 -2.4
H -2.2 2.2 -0.5
H -1.6 0.4 -0.8
H -1.5 0.3 -1.6
H -2.3 2.3 -0.1
H 1.1 -1.0 0.0

As for the total charge: +1. The calculation puts the frontier orbital gap at 10.67 eV. The highest occupied orbital energy comes out at -14.55 eV. Its energy above the lowest of the compared OMol25 structures with the same formula, charge and spin is 1.439 eV. The total energy is -8715.0372 eV. The spin multiplicity is 1. The calculation puts the largest force on an atom at 0.122 Eh/bohr.

# 4
Computed, not measured: C2H8N3O as an isolated structure in a non-equilibrium geometry, with wB97M-V/def2-TZVPD.

Last column: Löwdin charge in e.
Atoms and positions in Å:
C -1.88486 0.42061 -0.52989  0.101
C -0.52459 -0.04509 -0.17661  -0.547
N 1.69798 0.30504 0.45206  -0.025
N 0.72500 0.81781 -0.45856  0.203
N 0.12017 -1.38244 -0.07320  0.205
O -1.23658 0.42002 0.80347  0.065
H -2.01164 1.44791 -0.78803  0.118
H -2.66180 -0.33181 -0.75605  0.149
H 2.68585 0.57032 0.26805  0.125
H 1.46514 0.67155 1.47508  0.089
H 0.51350 1.84738 -0.42024  0.134
H 1.11777 -0.86285 0.33957  0.067
H 0.33519 -1.92061 -0.84094  0.115
H -0.34113 -1.95783 0.70528  0.200

Cartesian forces, eV/Å:
C 0.7 -0.9 0.2
C 1.9 -0.8 -3.3
N 0.4 0.5 -1.9
N -0.9 -0.6 2.5
N -2.6 0.8 4.5
O -1.2 0.0 1.8
H -0.2 0.4 -0.8
H 0.5 0.5 0.5
H -0.2 0.3 -0.5
H -0.6 0.7 0.7
H 0.8 0.4 -0.1
H 0.7 -0.9 0.2
H 0.2 -1.3 -2.7
H 0.7 0.8 -1.3

As for the total charge: +1. The calculation puts the frontier orbital gap (spin up / spin down) at 4.59 / 7.62 eV. The highest occupied orbital energy (spin up / spin down) comes out at -7.77 / -16.68 eV. The expectation value of S² is 2.005. Its energy above the lowest of the compared OMol25 structures with the same formula, charge and spin is 6.087 eV. The total energy is -8704.8655 eV. The spin multiplicity is 3. The calculation puts the largest force on an atom at 0.103 Eh/bohr.

# 5
Computed, not measured: a 2-piece molecular cluster, C2H8N3O2 overall in a non-equilibrium geometry, with wB97M-V/def2-TZVPD.

Last column: Löwdin charge in e.
Atoms and positions in Å:
C -0.93150 1.35707 0.17670  0.019
C -2.04929 -0.66567 -0.14758  -0.085
N -0.89148 0.09690 0.02551  -0.096
N 1.87800 0.26378 -0.59420  -0.010
N 1.12304 -0.74365 -0.44827  0.047
O 2.71155 0.81750 0.32249  0.088
O 1.39875 -1.57995 0.58675  0.076
H -0.19908 2.07813 0.35444  0.060
H -1.82909 1.92922 0.32594  0.087
H 1.33083 -2.48907 0.25928  0.152
H -1.79278 -1.60315 0.03435  0.030
H -2.92976 -0.11758 0.44399  0.156
H -2.29929 -0.68239 -1.18433  0.094
H 1.73471 0.97109 -1.35401  0.228
H 2.74538 0.36778 1.19893  0.155

Cartesian forces, eV/Å:
C -1.8 -1.3 0.5
C -3.3 4.6 0.4
N 2.2 2.9 0.2
N -0.5 -0.7 1.6
N 0.7 -0.6 -1.9
O 0.5 0.4 0.5
O 0.8 2.3 0.1
H 2.6 0.2 -0.1
H -1.3 -0.3 -0.3
H -0.5 0.0 -0.4
H 0.3 -4.4 1.7
H 1.5 -1.9 -1.1
H -0.4 0.3 -1.0
H -0.3 -1.3 0.6
H -0.4 -0.3 -0.8

As for the total charge: +1. The calculation puts the frontier orbital gap at 8.74 eV. The highest occupied orbital energy comes out at -13.81 eV. Its energy above the lowest of the compared OMol25 structures with the same formula, charge and spin is 8.259 eV. The total energy is -10755.4044 eV. The spin multiplicity is 1. The calculation puts the largest force on an atom at 0.111 Eh/bohr.

# 6
Computed, not measured: an isolated ion of composition C2H8N3O2 and charge +1 in a non-equilibrium geometry, with wB97M-V/def2-TZVPD.

Last column: Löwdin charge in e.
Atoms and positions in Å:
C 2.58888 -0.52073 0.10263  -0.082
O 1.28030 -0.14243 0.17691  -0.096
N 0.34603 -0.91309 -0.54024  0.204
N -0.81301 -0.58250 -0.39481  -0.137
N -1.77112 -1.03713 -1.09668  0.172
O -1.41156 0.21251 0.79653  -0.025
C -1.21125 1.58833 0.88900  -0.067
H 2.95683 -0.88470 1.07122  0.105
H 3.26321 0.34199 -0.16460  0.122
H 2.70255 -1.26608 -0.69524  0.102
H -1.62458 -1.59296 -1.95903  0.176
H -2.81004 -1.03575 -0.89371  0.199
H -1.89191 1.99086 1.60863  0.104
H -1.47794 2.04640 -0.07315  0.105
H -0.12639 1.79526 1.17254  0.117

Cartesian forces, eV/Å:
C 3.4 -1.0 -1.0
O -5.0 0.8 0.0
N 3.1 0.5 0.3
N -0.3 2.9 4.0
N -4.1 -2.0 -3.3
O 0.2 -3.3 -1.1
C 2.9 1.6 -1.7
H -0.4 -0.2 -0.3
H -1.1 -0.5 0.1
H 0.2 0.0 0.4
H 0.9 0.7 0.9
H 2.1 0.7 1.0
H -0.5 -0.3 0.7
H 0.3 0.2 0.2
H -1.6 0.0 -0.3

As for the total charge: +1. The calculation puts the frontier orbital gap at 9.67 eV. Its SMILES is CO/N=[N+](/N)OC. The highest occupied orbital energy comes out at -14.76 eV. Its energy above the lowest of the compared OMol25 structures with the same formula, charge and spin is 8.469 eV. The total energy is -10755.1941 eV. The spin multiplicity is 1. The calculation puts the largest force on an atom at 0.110 Eh/bohr.

# 7
Computed, not measured: a 2-piece molecular cluster, C2H8N3O2 overall in a non-equilibrium geometry, with wB97M-V/def2-TZVPD.

Last column: Löwdin charge in e.
Atoms and positions in Å:
C 2.91906 -0.39040 0.64590  0.003
C 1.99308 -0.23131 -0.48440  -0.067
N 1.16015 0.75313 -0.60386  0.211
N -3.56145 -0.27015 0.39554  -0.196
N -2.31742 -0.51224 0.12614  -0.002
O -4.17676 0.74379 -0.04790  0.040
O -1.68271 0.40134 -0.69825  -0.048
H 3.77752 -1.04676 0.48762  0.112
H 3.01250 0.53426 1.14835  0.086
H 2.19320 -0.95969 1.32017  0.152
H -2.38328 0.96077 -1.05898  0.094
H 2.01650 -0.99216 -1.21879  0.142
H 0.87441 1.27520 0.18435  0.129
H -4.09157 -0.89464 1.01743  0.178
H 0.26677 0.62886 -1.21333  0.166

Cartesian forces, eV/Å:
C -2.3 -1.3 0.3
C 0.7 1.0 0.5
N -2.5 -2.2 -1.8
N -5.7 0.5 1.4
N 6.9 -1.8 -0.8
O -0.3 1.3 -0.8
O -1.3 -0.6 0.7
H -0.1 0.5 -0.1
H 0.9 0.9 0.6
H 0.9 0.2 -0.3
H -0.5 0.6 -0.2
H -0.3 -0.5 -1.0
H 0.5 1.2 1.2
H 0.9 0.1 -0.4
H 2.2 0.2 0.8

As for the total charge: +1. The calculation puts the frontier orbital gap (spin up / spin down) at 5.84 / 9.33 eV. The highest occupied orbital energy (spin up / spin down) comes out at -10.74 / -14.68 eV. The expectation value of S² is 2.007. Its energy above the lowest of the compared OMol25 structures with the same formula, charge and spin is 1.695 eV. The total energy is -10755.1735 eV. The spin multiplicity is 3. The calculation puts the largest force on an atom at 0.141 Eh/bohr.

# 8
Computed, not measured: C2H8N3P2 as an isolated structure in a non-equilibrium geometry, with wB97M-V/def2-TZVPD.

Last column: Löwdin charge in e.
Atoms and positions in Å:
C -1.19338 0.25019 -0.07099  -0.061
C -3.64344 -0.28946 0.13700  -0.069
N 1.47122 1.13352 -0.40048  -0.438
N 1.55985 -1.20689 -0.47136  -0.412
N -2.35250 0.00757 -0.11515  -0.011
P 0.46292 -0.15330 -1.02492  0.732
P 2.78953 0.38970 0.37250  0.776
H -3.98710 -1.21552 -0.36202  0.128
H -4.35573 0.58270 -0.06476  0.150
H -3.66238 -0.41553 1.15807  0.079
H 1.68372 2.07343 -0.72191  0.062
H 1.32146 -2.28535 -0.52328  0.084
H 3.30667 1.52168 1.07982  -0.013
H 2.77066 -0.45957 1.48912  -0.003
H 3.82851 0.06683 -0.48163  -0.004

Cartesian forces, eV/Å:
C -4.0 -0.9 0.7
C -3.7 0.5 -1.3
N 0.7 -1.0 0.7
N -1.6 -1.9 0.2
N 6.2 1.5 -0.7
P 2.1 0.3 -1.6
P -0.6 0.0 0.4
H 0.2 0.6 0.0
H 1.1 -1.2 -0.1
H -0.6 -0.6 2.5
H -0.6 -0.1 -0.1
H 0.9 3.0 0.2
H -0.1 -0.1 -0.6
H -0.1 0.2 -0.2
H 0.1 -0.3 0.0

As for the total charge: +1. The calculation puts the frontier orbital gap at 8.58 eV. The highest occupied orbital energy comes out at -12.74 eV. Its energy above the lowest of the compared OMol25 structures with the same formula, charge and spin is 1.500 eV. The total energy is -25242.3013 eV. The spin multiplicity is 1. The calculation puts the largest force on an atom at 0.126 Eh/bohr.

# 9
Computed, not measured: a 2-piece molecular cluster, C2H8N4 overall in a non-equilibrium geometry, with wB97M-V/def2-TZVPD.

Last column: Löwdin charge in e.
Atoms and positions in Å:
N 0.93157 -0.41198 -1.13990  0.073
C -0.18828 -0.80278 -1.76942  -0.420
N -1.42574 -0.82626 -1.33855  -0.001
H 1.05536 0.24151 -0.34310  0.031
H 1.69528 -0.20772 -1.77424  0.073
H -0.00168 -1.01972 -2.81994  0.089
H -1.92162 -0.77640 -2.22495  0.018
N -0.76497 -0.05515 1.27298  -0.045
C 0.02402 0.93584 1.82033  -0.632
N 1.19480 1.27085 1.32341  -0.140
H -0.92644 -0.33848 0.29844  -0.027
H -1.10280 -0.78910 1.90504  0.018
H -0.45215 1.43245 2.69774  0.029
H 1.88265 1.34695 2.09218  -0.064

Cartesian forces, eV/Å:
N 1.1 0.2 -0.4
C -1.0 1.0 0.0
N 1.6 0.3 -1.1
H -0.7 -0.3 1.0
H -0.2 -0.5 -0.1
H 0.2 -0.1 -0.3
H -0.7 -0.7 0.3
N -1.2 -1.0 0.0
C -1.1 0.2 0.1
N 1.2 -0.3 -0.6
H 0.1 0.8 1.0
H 0.0 0.3 0.0
H 0.5 -0.4 0.1
H 0.0 0.7 -0.1

As for the total charge: -1. The calculation puts the frontier orbital gap (spin up / spin down) at 2.70 / 6.52 eV. The highest occupied orbital energy (spin up / spin down) comes out at 1.16 / -2.86 eV. The expectation value of S² is 0.755. Its energy above the lowest of the compared OMol25 structures with the same formula, charge and spin is 0.881 eV. The total energy is -8161.1452 eV. The spin multiplicity is 2. The calculation puts the largest force on an atom at 0.037 Eh/bohr.

# 10
Computed, not measured: the molecule C2H8N4 in a non-equilibrium geometry, with wB97M-V/def2-TZVPD.

Last column: Löwdin charge in e.
Atoms and positions in Å:
C 1.68702 -1.19632 -0.58169  -0.071
C 0.58003 -0.20680 -0.23163  -0.437
N 0.79723 0.88507 0.40569  -0.054
N -0.30130 1.78821 0.72261  -0.044
N -0.77927 -0.59967 -0.59690  -0.146
N -1.84007 -0.54550 0.30483  -0.082
H 1.56259 -1.67286 -1.67968  0.107
H 1.62478 -1.99603 0.21296  0.078
H 2.74983 -0.65439 -0.63482  0.108
H 0.45560 2.63472 0.68673  0.144
H -0.69914 1.84956 -0.19343  0.037
H -0.88422 -1.51190 -1.12623  0.132
H -1.81968 0.49022 0.69621  0.084
H -1.72816 -1.41737 1.06464  0.143

Cartesian forces, eV/Å:
C 1.3 0.3 -1.6
C -1.9 -0.1 0.3
N 0.8 -2.0 -0.1
N 4.4 2.0 -0.7
N 1.7 -1.5 -1.6
N -0.1 0.0 3.1
H -0.1 1.0 2.6
H 0.5 0.6 -1.0
H -2.4 -1.3 0.5
H -3.3 -1.6 0.6
H -1.1 0.5 -0.9
H 0.7 1.8 0.7
H -0.2 -3.3 -0.1
H -0.3 3.6 -1.8

The calculation puts the frontier orbital gap at 9.26 eV. Its SMILES is C/C(=N/N)NN. The highest occupied orbital energy comes out at -8.32 eV. Its energy above the lowest of the compared OMol25 structures with the same formula, charge and spin is 3.801 eV. The total energy is -8160.4508 eV. The spin multiplicity is 1. The calculation puts the largest force on an atom at 0.095 Eh/bohr.